# 1
Molecular formula: C5H8N2
Method: DFT, ωB97M-V/def2-TZVPD

Each line ends with the Löwdin charge.
Positions of all 15 atoms, in Å:
C -1.388 1.760 -0.088  -0.102
C -0.131 1.075 0.479  -0.198
C 0.200 -0.268 -0.115  -0.258
C 1.356 -0.465 -0.838  -0.127
N 1.691 -1.790 -0.889  0.044
C 0.845 -2.390 -0.081  -0.213
N 0.000 -1.493 0.487  0.080
H -2.233 1.424 0.519  0.063
H -1.436 2.845 -0.053  0.066
H -1.611 1.375 -1.078  0.069
H -0.110 1.018 1.563  0.108
H 0.684 1.739 0.185  0.100
H 2.071 0.268 -1.175  0.105
H 0.654 -3.446 -0.199  0.113
H -0.591 -1.653 1.284  0.150

Summary:
total energy = -8294.241 eV
SMILES string = CCc1cnc[nH]1
energy above the lowest of the compared OMol25 structures with the same formula, charge and spin = 17.4 kcal/mol
E_HOMO = -8.516 eV

---

# 2
Molecular formula: C2HBrI2O
Method: DFT, ωB97M-V/def2-TZVPD

Each line ends with the Löwdin charge.
Positions of all 7 atoms, in Å:
C 0.823 -0.241 0.090  -0.731
C -0.529 0.118 -0.260  -1.616
O 1.112 -1.393 0.416  -0.071
Br -1.644 -1.399 -0.433  0.683
I -0.698 0.797 1.923  0.821
I -0.670 1.671 -1.702  0.834
H 1.605 0.447 -0.034  0.081

Summary:
total energy = -90379.767 eV
energy above the lowest of the compared OMol25 structures with the same formula, charge and spin = 8.3 kcal/mol
E_HOMO = -9.935 eV

---

# 3
Molecular formula: C5H12O3
Method: DFT, ωB97M-V/def2-TZVPD

Each line ends with the Löwdin charge.
Positions of all 20 atoms, in Å:
C 0.143 1.322 -0.272  -0.233
O 0.266 2.213 0.853  -0.075
C 0.653 -0.087 0.045  -0.201
C -0.463 -1.037 0.480  -0.199
C -1.461 -1.383 -0.628  -0.162
C -2.842 -0.966 -0.235  -0.263
O -3.276 0.116 -0.544  0.052
H 0.693 1.760 -1.110  0.111
H -0.923 1.356 -0.461  0.103
H 0.735 1.806 1.575  0.065
H 1.361 -0.005 0.870  0.098
H 1.260 -0.439 -0.785  0.108
H -0.896 -0.593 1.382  0.124
H -0.033 -1.964 0.845  0.105
H -1.258 -2.425 -0.894  0.115
H -1.185 -0.867 -1.554  0.120
H -3.461 -1.621 0.402  0.125
H 3.612 0.145 0.050  0.025
H 3.280 1.613 -0.304  0.033
O 3.796 1.057 0.287  -0.050

Summary:
total energy = -11520.968 eV
SMILES string = O=CCCCCO.O
energy above the lowest of the compared OMol25 structures with the same formula, charge and spin = 41.5 kcal/mol
E_HOMO = -10.042 eV

---

# 4
Molecular formula: C32H61F3NO12
Method: DFT, ωB97M-V/def2-TZVPD

Each line ends with the Löwdin spin population.
Positions of all 109 atoms, in Å:
C -0.138 -1.265 3.823  0.003
O 0.767 -0.245 3.446  0.000
C 0.988 -0.186 2.054  0.000
C -0.194 0.421 1.251  0.000
C 0.455 1.110 0.070  0.000
F 1.271 2.088 0.447  0.000
F 1.217 0.276 -0.625  0.000
F -0.419 1.628 -0.768  0.000
C -0.978 1.485 2.042  -0.001
C -2.524 1.426 2.045  0.029
C -2.982 1.822 3.466  0.005
C -3.071 2.538 1.135  0.018
N -3.109 0.102 1.777  0.364
O -4.385 0.113 1.778  0.519
C -2.545 -0.649 0.642  0.029
C -3.069 -2.094 0.786  0.004
C -3.068 -0.183 -0.727  0.018
C -1.016 -0.762 0.659  -0.001
H -1.164 -0.921 3.669  0.003
H -0.011 -1.407 4.890  0.000
H 0.074 -2.223 3.350  0.000
H 1.916 0.356 1.908  0.000
H 1.192 -1.200 1.712  0.000
H -0.646 1.552 3.068  0.000
H -0.728 2.449 1.617  0.000
H -4.041 2.033 3.432  0.000
H -2.774 1.024 4.168  0.000
H -2.472 2.745 3.725  0.000
H -2.529 2.632 0.200  0.000
H -4.125 2.408 0.913  0.003
H -2.966 3.487 1.648  0.001
H -2.534 -2.756 0.118  0.000
H -4.110 -2.115 0.508  0.000
H -2.947 -2.398 1.822  0.000
H -4.137 -0.280 -0.791  0.003
H -2.655 -0.871 -1.446  0.001
H -2.758 0.826 -0.973  0.000
H -0.721 -1.011 -0.350  0.000
H -0.785 -1.646 1.239  0.000
O -1.577 5.890 -1.335  0.000
C -0.383 5.756 -1.348  0.000
O 0.391 6.721 -0.815  0.000
C 1.801 6.578 -0.612  0.000
C 2.584 6.934 -1.858  0.000
C 0.271 4.571 -2.022  0.000
H 2.040 5.579 -0.245  0.000
H 2.051 7.272 0.189  0.000
H 2.348 6.268 -2.687  0.000
H 3.656 6.878 -1.669  0.000
H 2.339 7.946 -2.181  0.000
H 0.374 4.779 -3.086  0.000
H -0.372 3.708 -1.888  0.000
H 1.243 4.308 -1.609  0.000
O 3.234 -4.408 3.650  0.000
C 4.053 -3.560 3.892  0.000
O 3.695 -2.270 3.793  0.000
C 4.504 -1.174 4.228  0.000
C 5.494 -0.752 3.162  0.000
C 5.486 -3.913 4.216  0.000
H 4.990 -1.404 5.178  0.000
H 3.807 -0.361 4.422  0.000
H 6.202 -1.549 2.930  0.000
H 6.057 0.123 3.490  0.000
H 4.970 -0.506 2.238  0.000
H 6.033 -4.053 3.285  0.000
H 5.488 -4.847 4.773  0.000
H 5.997 -3.175 4.830  0.000
O -0.739 -10.043 2.001  0.000
C 0.091 -9.205 2.229  0.000
O -0.240 -7.904 2.119  0.000
C 0.611 -6.832 2.545  0.000
C 1.607 -6.444 1.474  0.000
C 1.519 -9.579 2.557  0.000
H 1.097 -7.075 3.490  0.000
H -0.056 -5.995 2.744  0.000
H 2.286 -7.264 1.237  0.000
H 2.197 -5.589 1.801  0.000
H 1.086 -6.182 0.552  0.000
H 2.063 -9.739 1.628  0.000
H 1.505 -10.506 3.125  0.000
H 2.044 -8.842 3.162  0.000
O -4.378 -2.208 -2.285  0.000
C -5.068 -3.192 -2.333  0.000
O -6.230 -3.141 -3.011  0.000
C -7.037 -4.289 -3.287  0.000
C -7.972 -4.608 -2.139  0.000
C -4.703 -4.452 -1.582  0.000
H -6.415 -5.142 -3.563  0.000
H -7.617 -4.028 -4.171  0.000
H -7.424 -4.860 -1.231  0.000
H -8.620 -5.446 -2.396  0.000
H -8.594 -3.742 -1.910  0.000
H -5.053 -4.364 -0.554  0.000
H -3.620 -4.547 -1.581  0.000
H -5.101 -5.363 -2.024  0.000
O 5.342 6.539 -4.811  0.000
C 4.629 7.190 -5.526  0.000
O 3.404 7.540 -5.084  0.000
C 2.545 8.463 -5.759  0.000
C 1.723 7.781 -6.833  0.000
C 5.038 7.551 -6.935  0.000
H 3.115 9.308 -6.148  0.000
H 1.884 8.859 -4.990  0.000
H 2.353 7.358 -7.615  0.000
H 1.032 8.489 -7.291  0.000
H 1.148 6.961 -6.402  0.000
H 4.796 6.721 -7.596  0.000
H 6.114 7.711 -6.945  0.000
H 4.577 8.462 -7.312  0.000

Summary:
total energy = -68384.109 eV
energy above the lowest of the compared OMol25 structures with the same formula, charge and spin = 6.6 kcal/mol
multiplicity = 2
E_HOMO (alpha / beta) = -8.185 / -9.323 eV
expectation value of S² = 0.75

---

# 5
Molecular formula: C3H3Br9
Method: DFT, ωB97M-V/def2-TZVPD

Each line ends with the Löwdin charge.
Positions of all 15 atoms, in Å:
C 8.490 11.315 6.606  -1.611
Br 8.792 13.134 7.159  0.626
Br 7.206 10.993 5.277  0.606
Br 8.097 10.186 8.179  0.522
H 9.414 10.911 6.284  -0.051
C 10.017 5.527 5.938  -1.598
Br 9.653 6.367 7.712  0.514
Br 9.194 6.559 4.538  0.543
Br 9.360 3.758 5.688  0.576
H 11.069 5.421 5.752  -0.034
C 5.576 13.377 8.955  -1.579
Br 5.666 15.339 8.950  0.543
Br 4.595 12.729 7.419  0.548
Br 4.843 12.607 10.604  0.554
H 6.564 13.139 8.842  -0.160

Summary:
total energy = -633540.544 eV
energy above the lowest of the compared OMol25 structures with the same formula, charge and spin = 11.2 kcal/mol
E_HOMO = -10.245 eV

---

# 6
Molecular formula: C58H120Br4N7O7
Method: DFT, ωB97M-V/def2-TZVPD

Each line ends with the Löwdin charge.
Positions of all 196 atoms, in Å:
C 12.083 17.459 11.060  -0.005
C 11.635 16.915 9.685  -0.412
C 12.858 16.185 8.916  -0.084
C 13.175 14.796 9.514  -0.205
C 11.961 13.985 9.348  -0.145
C 10.709 14.445 10.138  -0.397
N 10.493 15.935 10.000  0.151
O 9.213 16.546 10.212  0.144
C 11.001 14.037 11.652  0.022
C 9.491 13.716 9.477  0.007
C 11.294 18.065 8.775  -0.032
H 12.866 18.189 10.857  0.102
H 12.579 16.759 11.732  0.043
H 11.253 17.941 11.579  0.104
H 13.717 16.837 9.075  0.124
H 12.741 16.007 7.847  0.129
H 13.687 14.935 10.466  0.100
H 14.048 14.327 9.062  0.107
H 12.126 12.977 9.729  0.142
H 11.759 14.041 8.278  0.139
H 10.187 14.288 12.332  0.090
H 11.836 14.567 12.110  0.064
H 11.166 12.960 11.699  0.084
H 9.179 14.123 8.515  0.101
H 8.595 13.892 10.072  0.086
H 9.728 12.654 9.535  0.109
H 10.934 17.701 7.813  0.105
H 12.097 18.787 8.627  0.112
H 10.445 18.607 9.191  0.090
C 19.429 18.382 10.083  -0.034
C 19.215 18.655 11.579  -0.363
C 19.630 17.262 12.317  -0.120
C 19.854 17.361 13.796  -0.181
C 21.063 18.331 13.985  -0.074
C 20.861 19.832 13.505  -0.407
N 20.199 19.803 12.115  0.178
O 20.927 20.451 11.092  0.143
C 22.275 20.550 13.338  -0.012
C 20.076 20.672 14.469  -0.033
C 17.786 18.986 11.862  -0.022
H 18.705 17.668 9.692  0.065
H 20.454 18.144 9.796  0.097
H 19.182 19.242 9.460  0.092
H 20.505 16.766 11.895  0.110
H 18.815 16.539 12.289  0.080
H 20.046 16.360 14.183  0.080
H 18.989 17.752 14.332  0.098
H 21.861 17.976 13.333  0.126
H 21.395 18.349 15.023  0.119
H 22.835 20.626 14.269  0.103
H 22.147 21.594 13.054  0.091
H 22.897 20.113 12.557  0.092
H 19.176 20.190 14.849  0.074
H 19.938 21.734 14.266  0.110
H 20.670 20.687 15.383  0.091
H 17.109 18.138 11.758  0.091
H 17.463 19.757 11.162  0.105
H 17.587 19.284 12.891  0.081
C 21.518 11.825 12.324  -0.025
C 22.327 12.790 11.412  -0.374
C 23.808 12.656 11.883  -0.169
C 24.778 13.268 10.997  -0.187
C 24.785 12.393 9.704  -0.102
C 23.405 12.320 8.957  -0.412
N 22.228 12.333 9.932  0.147
O 20.967 11.868 9.464  0.164
C 23.490 11.024 8.125  -0.013
C 23.152 13.579 8.020  0.025
C 21.798 14.262 11.499  0.009
H 21.572 10.787 11.997  0.098
H 20.464 12.064 12.465  0.050
H 21.740 11.911 13.388  0.077
H 24.118 11.625 12.056  0.138
H 24.027 13.110 12.850  0.139
H 25.786 13.304 11.410  0.131
H 24.571 14.325 10.830  0.113
H 25.017 11.354 9.939  0.115
H 25.578 12.665 9.007  0.132
H 24.293 11.100 7.391  0.109
H 22.564 10.777 7.607  0.093
H 23.677 10.179 8.788  0.096
H 22.178 13.488 7.539  0.096
H 23.942 13.637 7.272  0.102
H 23.187 14.484 8.627  0.074
H 20.768 14.361 11.158  0.078
H 22.408 14.837 10.802  0.068
H 21.978 14.498 12.548  0.083
C 18.444 15.622 18.046  -0.010
C 19.269 16.589 18.923  -0.396
C 20.099 17.503 17.945  -0.118
C 19.289 18.660 17.383  -0.197
C 18.926 19.577 18.521  -0.102
C 18.141 18.883 19.753  -0.409
N 18.504 17.408 19.931  0.131
O 17.812 16.770 20.907  0.171
C 16.657 19.028 19.416  -0.012
C 18.505 19.581 21.037  -0.015
C 20.297 15.777 19.744  0.009
H 19.105 15.080 17.369  0.041
H 17.799 16.117 17.320  0.072
H 17.833 14.923 18.617  0.075
H 20.449 17.035 17.025  0.094
H 21.001 17.898 18.411  0.135
H 18.410 18.273 16.867  0.107
H 19.933 19.136 16.643  0.081
H 18.313 20.385 18.122  0.124
H 19.803 20.096 18.907  0.129
H 16.378 20.071 19.260  0.115
H 15.959 18.467 20.038  0.087
H 16.493 18.554 18.449  0.075
H 17.783 19.337 21.816  0.097
H 18.389 20.661 20.940  0.115
H 19.430 19.294 21.538  0.108
H 21.092 16.462 20.038  0.099
H 20.787 15.083 19.061  0.075
H 19.818 15.202 20.536  0.095
C 12.977 16.295 19.744  0.008
C 13.308 16.204 18.212  -0.397
C 14.721 15.601 17.991  -0.146
C 14.827 14.089 18.003  -0.145
C 13.900 13.569 16.828  -0.094
C 12.353 13.916 17.051  -0.330
N 12.154 15.412 17.537  0.141
O 10.856 15.960 17.606  0.140
C 11.781 12.992 18.241  0.034
C 11.610 13.723 15.682  -0.028
C 13.238 17.600 17.652  -0.027
H 12.727 15.307 20.131  0.085
H 12.182 16.974 20.049  0.101
H 13.761 16.694 20.389  0.091
H 15.476 15.895 18.720  0.103
H 15.190 16.049 17.115  0.102
H 14.497 13.728 18.977  0.108
H 15.853 13.721 18.016  0.083
H 13.983 12.485 16.752  0.101
H 14.274 13.955 15.879  0.086
H 10.753 13.260 18.485  0.092
H 12.409 13.071 19.128  0.074
H 11.694 11.981 17.842  0.107
H 11.817 14.403 14.855  0.070
H 10.552 13.874 15.897  0.083
H 11.650 12.691 15.331  0.033
H 12.271 18.082 17.509  0.101
H 13.583 17.608 16.618  0.066
H 13.851 18.310 18.206  0.094
C 18.667 12.201 18.083  -0.023
C 19.164 10.751 18.263  -0.421
C 18.496 10.206 19.575  -0.167
C 17.064 9.848 19.481  -0.186
C 16.884 8.821 18.335  -0.127
C 17.296 9.345 16.948  -0.351
N 18.741 9.993 17.061  0.131
O 19.401 10.458 15.877  0.098
C 16.218 10.297 16.305  -0.024
C 17.432 8.100 15.946  0.002
C 20.749 10.615 18.518  0.017
H 18.879 12.791 18.975  0.087
H 17.608 12.352 17.875  0.057
H 19.310 12.536 17.269  0.039
H 18.658 10.952 20.353  0.124
H 19.075 9.371 19.969  0.128
H 16.447 10.743 19.394  0.107
H 16.741 9.328 20.383  0.126
H 15.845 8.503 18.417  0.132
H 17.438 7.944 18.668  0.129
H 16.099 11.304 16.705  0.044
H 15.232 9.858 16.458  0.091
H 16.312 10.396 15.224  0.032
H 16.437 7.659 15.885  0.097
H 17.993 7.245 16.323  0.092
H 17.641 8.513 14.959  0.024
H 21.140 9.601 18.438  0.096
H 20.954 11.024 19.507  0.090
H 21.326 11.248 17.843  0.056
C 18.396 13.935 14.202  -0.039
C 16.835 14.011 14.185  -0.263
C 16.188 15.406 14.047  -0.168
O 14.731 15.371 14.084  -0.199
C 14.142 16.699 13.913  -0.069
N 16.232 13.192 13.049  0.199
H 16.692 12.301 12.927  -0.039
H 15.277 12.900 13.200  0.004
H 16.434 13.605 12.149  0.020
H 18.978 14.379 15.010  -0.006
H 18.792 14.356 13.278  0.064
H 18.685 12.887 14.283  0.061
H 16.467 13.451 15.045  0.125
H 16.720 15.899 13.234  0.104
H 16.505 16.004 14.901  0.101
H 14.099 17.096 12.899  0.066
H 14.637 17.408 14.577  0.076
H 13.098 16.573 14.202  0.082
Br 13.392 11.036 13.579  -0.404
Br 17.723 10.088 12.373  -0.296
Br 17.336 14.749 9.816  -0.511
Br 21.700 14.118 16.048  -0.434

Summary:
total energy = -366977.076 eV
total charge = +3
E_HOMO = -12.022 eV

---

# 7
Molecular formula: C8H16O
Method: DFT, ωB97M-V/def2-TZVPD

Each line ends with the Löwdin charge.
Positions of all 25 atoms, in Å:
C -0.493 -0.161 0.201  -0.407
C 0.495 -0.108 -0.767  -0.217
C -0.827 1.477 -1.657  -0.141
C -1.699 -1.031 -0.003  -0.056
C -0.619 0.820 1.329  -0.040
C 1.776 0.663 -0.721  -0.078
C 1.003 -1.770 0.986  -0.073
C 1.904 -1.506 1.921  -0.119
O -2.223 1.491 -1.694  -0.093
H -2.527 0.805 -2.299  0.089
H 0.438 -0.864 -1.542  0.124
H -0.369 1.371 -2.643  0.070
H -0.474 2.361 -1.134  0.078
H 0.720 -2.800 0.755  0.037
H -0.741 0.273 2.265  0.092
H -1.577 -1.708 -0.849  0.090
H -2.581 -0.405 -0.165  0.080
H -1.887 -1.621 0.896  0.090
H -1.513 1.433 1.183  0.094
H 0.242 1.478 1.427  0.074
H 2.614 -0.029 -0.624  0.081
H 1.912 1.221 -1.652  0.080
H 1.820 1.370 0.105  0.073
H 2.209 -0.485 2.157  0.035
H 2.396 -2.274 2.525  0.036

Summary:
total energy = -10596.771 eV
energy above the lowest of the compared OMol25 structures with the same formula, charge and spin = 143.5 kcal/mol
E_HOMO (alpha / beta) = -6.228 / -6.435 eV

---

# 8
Molecular formula: C4H6O2
Method: DFT, ωB97M-V/def2-TZVPD

Each line ends with the Löwdin charge.
Positions of all 12 atoms, in Å:
C -0.876 1.087 -0.833  -0.007
C -0.663 -0.337 -0.391  -0.460
O -0.974 -1.305 -1.045  0.091
C 0.115 -0.498 0.914  -0.084
C 1.549 -0.541 0.425  -0.256
O 2.263 0.431 0.391  0.061
H 0.028 1.675 -0.636  0.086
H -1.690 1.531 -0.249  0.095
H -1.129 1.117 -1.894  0.089
H -0.011 0.360 1.580  0.125
H -0.179 -1.432 1.399  0.125
H 1.868 -1.512 -0.004  0.135

Summary:
total energy = -8339.686 eV
SMILES string = CC(=O)CC=O
energy above the lowest of the compared OMol25 structures with the same formula, charge and spin = 17.9 kcal/mol
E_HOMO = -9.966 eV

---

Which value of total energy does entry 3 give?
-11520.968 eV

---

What is the total energy in the fifth record?
-633540.544 eV